Below is a 6-piece molecular cluster, C30H74N6O2 overall, with properties calculated with ωB97M-V with the def2-TZVPD basis set.

Geometry as XYZ:
```
112
Properties=species:S:1:pos:R:3:mulliken_charge:R:1
C 2.028 2.770 -20.633 -1.364
C 0.539 2.408 -20.697 -0.079
N 0.314 0.957 -20.759 0.241
C 0.659 0.304 -19.486 0.641
C 0.856 -1.196 -19.705 -1.858
C -1.041 0.669 -21.210 -0.837
C -2.204 1.200 -20.348 -0.857
H 2.685 1.946 -20.357 0.372
H 2.178 3.589 -19.928 0.306
H 2.369 3.114 -21.610 0.366
H -0.012 2.896 -19.889 0.039
H 0.159 2.800 -21.645 0.469
H 1.556 0.763 -19.086 0.155
H -0.178 0.466 -18.791 -0.343
H 1.222 -1.696 -18.805 0.521
H -0.115 -1.661 -19.887 0.305
H 1.550 -1.359 -20.526 0.341
H -1.174 -0.412 -21.310 0.071
H -1.088 1.063 -22.229 0.553
H -3.154 0.774 -20.659 0.529
H -2.219 2.292 -20.371 0.250
H -2.034 0.957 -19.295 0.073
C -1.122 -4.758 -25.823 -1.022
C 0.325 -4.371 -25.499 -0.700
N 0.615 -4.262 -24.076 0.236
C 0.003 -3.159 -23.376 -0.365
C 0.413 -1.792 -23.898 -0.983
C 0.621 -5.489 -23.313 -0.364
C 1.489 -6.577 -23.912 -1.397
H -1.834 -3.986 -25.522 0.274
H -1.417 -5.718 -25.399 0.254
H -1.261 -4.843 -26.907 0.413
H 0.981 -5.164 -25.854 0.382
H 0.580 -3.433 -25.985 0.331
H -1.101 -3.284 -23.359 0.267
H 0.258 -3.216 -22.313 0.194
H 0.037 -1.021 -23.229 0.047
H 1.504 -1.732 -23.900 0.305
H 0.103 -1.607 -24.926 0.397
H -0.414 -5.874 -23.206 0.326
H 0.975 -5.242 -22.313 0.376
H 1.744 -7.340 -23.176 0.403
H 2.449 -6.149 -24.221 0.361
H 1.048 -7.053 -24.786 0.297
C -7.002 7.241 -21.574 -1.145
C -6.424 5.918 -22.079 -0.569
N -6.624 4.802 -21.166 0.218
C -5.461 3.937 -21.066 -0.592
C -5.464 3.041 -19.834 -0.726
C -7.846 4.046 -21.490 -0.375
C -9.126 4.627 -20.886 -1.463
H -6.301 7.793 -20.949 0.317
H -7.862 7.032 -20.933 0.262
H -7.371 7.860 -22.390 0.338
H -6.860 5.729 -23.077 0.295
H -5.362 6.051 -22.304 0.470
H -5.331 3.293 -21.960 0.189
H -4.570 4.566 -21.059 0.444
H -6.173 2.214 -19.901 0.345
H -4.489 2.558 -19.747 -0.110
H -5.653 3.615 -18.927 0.318
H -7.724 3.038 -21.097 0.341
H -7.929 3.931 -22.582 0.377
H -9.837 3.819 -20.700 0.423
H -9.591 5.386 -21.513 0.281
H -8.923 5.055 -19.903 0.363
C 7.979 5.528 -17.333 -1.130
C 7.543 5.940 -18.732 -0.461
N 7.424 4.802 -19.636 0.053
C 8.724 4.334 -20.055 -0.507
C 8.762 2.897 -20.520 -1.341
C 6.581 5.097 -20.799 -0.378
C 5.152 5.504 -20.445 -1.424
H 7.122 5.186 -16.754 0.298
H 8.425 6.370 -16.797 0.335
H 8.726 4.734 -17.329 0.310
H 6.547 6.376 -18.636 0.331
H 8.178 6.724 -19.181 0.334
H 9.479 4.485 -19.281 0.445
H 9.139 4.986 -20.863 0.307
H 9.794 2.589 -20.699 0.409
H 8.202 2.703 -21.434 0.317
H 8.342 2.251 -19.744 0.303
H 7.078 5.879 -21.409 0.307
H 6.606 4.197 -21.413 0.316
H 5.016 6.571 -20.301 0.399
H 4.594 5.285 -21.367 0.432
H 4.733 4.845 -19.689 0.351
C -2.212 -0.793 -13.847 -1.105
C -0.902 -1.154 -14.519 0.784
O 0.097 -0.459 -14.387 -0.713
N -0.925 -2.221 -15.348 -0.203
C 0.227 -2.611 -16.136 -0.621
H -2.210 -1.156 -12.822 0.329
H -3.065 -1.144 -14.423 0.397
H -2.244 0.294 -13.830 0.252
H -1.718 -2.836 -15.312 0.232
H -0.133 -3.167 -17.000 0.359
H 0.902 -3.241 -15.558 0.297
H 0.717 -1.710 -16.492 0.033
C -2.045 2.555 -16.505 -0.711
C -0.594 2.758 -16.872 0.822
O -0.281 3.530 -17.774 -0.702
N 0.302 2.086 -16.128 -0.009
C 1.728 2.109 -16.366 -0.965
H -2.645 2.407 -17.403 0.062
H -2.400 3.439 -15.980 0.330
H -2.228 1.645 -15.923 0.114
H -0.009 1.433 -15.424 0.138
H 2.012 3.015 -16.896 0.345
H 2.070 1.258 -16.954 0.229
H 2.203 2.122 -15.386 0.371
```

Results
Relative energy (zero: lowest compared OMol25 entry of this formula, charge and spin) in kcal per mole: 0.0
HOMO level in eV: -7.92
Molar mass in g mol⁻¹: 550.962
Gap between HOMO and LUMO in eV: 8.38
Total energy in eV: -45345.448



Below is a 15-piece molecular cluster, C30H75FNO18P overall, with properties calculated with ωB97M-V with the def2-TZVPD basis set.

Geometry as XYZ:
```
126
Properties=species:S:1:pos:R:3:mulliken_charge:R:1
C -1.159 6.379 1.206 -0.404
C -2.269 5.985 0.158 -0.543
P -3.204 4.382 0.575 0.203
C -3.722 4.407 2.403 -0.594
C -2.010 2.985 0.243 1.010
C -0.972 2.468 1.150 0.634
C -0.803 3.102 2.556 -1.149
C -0.106 1.330 0.701 0.407
C 1.036 0.771 1.623 -0.624
C 2.410 0.512 0.898 -0.689
C 2.853 1.637 -0.114 -0.237
C 3.718 0.915 -1.226 0.337
O 4.554 0.103 -0.938 -0.658
O 3.488 1.235 -2.569 -0.382
C -0.314 0.719 -0.635 0.557
F 0.446 -0.359 -1.068 -0.462
C -1.324 1.219 -1.575 0.345
C -2.136 2.337 -1.067 -0.121
C -3.091 2.675 -2.251 -0.348
O -3.831 3.602 -2.386 -0.447
N -2.900 1.642 -3.264 -0.223
C -1.727 0.817 -3.041 -0.161
O -1.212 0.075 -3.829 -0.529
H -0.562 7.260 0.805 0.075
H -1.549 6.546 2.240 0.219
H -0.430 5.519 1.238 0.038
H -2.977 6.823 -0.067 0.488
H -1.735 5.747 -0.807 0.277
H -3.854 3.345 2.720 0.005
H -4.730 4.907 2.463 0.400
H -3.031 5.003 3.047 0.263
H 0.275 3.123 2.886 0.505
H -1.165 4.150 2.632 -0.053
H -1.324 2.437 3.323 -0.042
H 1.241 1.378 2.535 0.233
H 0.683 -0.252 2.006 -0.124
H 3.240 0.417 1.654 0.664
H 2.365 -0.478 0.379 0.099
H 2.016 2.132 -0.665 0.086
H 3.481 2.410 0.392 0.503
H 2.562 1.047 -2.806 0.286
H -3.703 1.025 -3.052 0.294
C -3.467 -2.344 -6.077 -0.320
O -3.177 -2.542 -4.700 -0.391
H -3.604 -3.314 -6.550 0.273
H -4.385 -1.758 -6.181 0.296
H -2.635 -1.821 -6.556 -0.122
H -3.059 -1.669 -4.307 0.227
C 8.263 0.358 -1.155 -0.572
O 7.182 1.090 -1.711 -0.448
H 9.179 0.933 -1.286 0.215
H 8.091 0.192 -0.088 0.245
H 8.365 -0.603 -1.668 0.262
H 6.382 0.563 -1.584 0.332
C 0.864 10.206 0.835 -0.530
O 1.120 9.004 0.117 -0.491
H 0.231 9.973 1.689 0.222
H 1.805 10.634 1.190 0.262
H 0.351 10.923 0.190 0.260
H 1.681 9.233 -0.632 0.285
C 4.241 2.197 -5.644 -0.349
O 5.146 3.161 -5.127 -0.532
H 3.929 2.508 -6.640 0.281
H 4.735 1.224 -5.709 0.243
H 3.364 2.128 -4.997 0.049
H 5.407 2.863 -4.247 0.312
C -3.277 -3.887 -1.397 -0.465
O -2.184 -4.181 -0.547 -0.369
H -4.207 -4.131 -0.885 0.280
H -3.267 -2.822 -1.645 0.044
H -3.197 -4.484 -2.307 0.316
H -1.382 -3.956 -1.033 0.198
C 2.648 -2.630 3.431 -0.376
O 1.569 -1.884 2.838 -0.335
H 3.572 -2.068 3.303 0.292
H 2.457 -2.777 4.496 0.096
H 2.737 -3.595 2.932 0.127
H 0.764 -2.399 2.961 0.153
C 1.487 -4.362 -1.412 -0.319
O 2.122 -5.584 -1.074 -0.550
H 2.236 -3.668 -1.787 0.288
H 0.736 -4.538 -2.188 0.336
H 1.012 -3.936 -0.521 -0.026
H 1.435 -6.179 -0.744 0.287
C -0.058 0.347 5.818 -0.583
O -1.111 1.075 5.203 -0.450
H 0.871 0.903 5.694 0.264
H -0.266 0.226 6.884 0.313
H 0.042 -0.631 5.347 0.219
H -1.921 0.569 5.322 0.221
C 1.565 -2.527 8.022 -0.682
O 1.574 -2.014 6.694 -0.417
H 0.582 -2.946 8.227 0.227
H 2.320 -3.311 8.124 0.294
H 1.769 -1.722 8.733 0.275
H 2.452 -1.648 6.537 0.264
C -6.283 -1.048 -2.546 -0.648
O -5.337 0.016 -2.607 -0.444
H -6.246 -1.600 -3.483 0.214
H -6.033 -1.719 -1.721 0.255
H -7.287 -0.643 -2.404 0.316
H -5.387 0.492 -1.768 0.228
C -0.231 -1.949 -8.469 -0.527
O -0.327 -0.551 -8.223 -0.500
H 0.331 -2.103 -9.388 0.257
H 0.292 -2.434 -7.640 0.251
H -1.231 -2.375 -8.581 0.230
H -0.826 -0.437 -7.406 0.303
C 2.672 -6.531 2.591 -0.228
O 3.783 -6.624 1.711 -0.532
H 3.038 -6.531 3.618 0.321
H 2.126 -5.606 2.397 -0.053
H 2.015 -7.392 2.451 0.200
H 3.436 -6.626 0.810 0.311
C -3.760 -0.647 2.759 -0.566
O -3.887 0.755 2.967 -0.401
H -3.199 -0.813 1.841 0.140
H -3.224 -1.101 3.597 0.244
H -4.750 -1.100 2.664 0.312
H -4.385 0.881 3.782 0.265
C -1.344 -6.964 1.901 -0.711
O -0.235 -6.383 1.231 -0.315
H -1.115 -8.004 2.129 0.238
H -1.534 -6.424 2.832 0.310
H -2.226 -6.922 1.258 0.257
H -0.469 -5.466 1.042 0.206
```

Results
HOMO level in eV: -7.77
Molar mass in g mol⁻¹: 787.891
Gap between HOMO and LUMO in eV: 7.21
Total energy in eV: -82669.444